Entry 1:
Density functional theory data (wB97M-V/def2-TZVPD) for a cluster of 2 separate species, C10H16 in total in a non-equilibrium geometry.

Last columns: bonded neighbours and bond lengths (Å).
Positions of all 26 atoms, in Å:
1 C 0.117 0.476 4.597  C2 1.522, H8 1.090, H9 1.095, H10 1.076
2 C -0.187 0.124 3.148  C1 1.522, C3 1.385, C7 1.403
3 C 0.302 0.904 2.114  C2 1.385, C4 1.419, H11 1.084
4 C -0.087 0.670 0.770  C3 1.419, C5 1.397, H12 1.088
5 C -0.733 -0.540 0.506  C4 1.397, C6 1.388, H13 1.092
6 C -1.118 -1.348 1.567  C5 1.388, C7 1.388, H14 1.089
7 C -0.799 -1.114 2.897  C2 1.403, C6 1.388, H15 1.084
8 H 0.555 -0.387 5.099  C1 1.090
9 H -0.871 0.620 5.046  C1 1.095
10 H 0.750 1.328 4.776  C1 1.076
11 H 1.064 1.637 2.353  C3 1.084
12 H 0.099 1.366 -0.046  C4 1.088
13 H -0.950 -0.723 -0.549  C5 1.092
14 H -1.702 -2.215 1.261  C6 1.089
15 H -0.912 -1.935 3.595  C7 1.084
16 C 1.074 -0.770 -2.682  C17 1.538, H19 1.083, H20 1.102, H21 1.092
17 C -0.065 -0.212 -3.551  C16 1.538, C18 1.551, H22 1.101, H23 1.103
18 C 0.054 1.309 -3.831  C17 1.551, H24 1.081, H25 1.102, H26 1.102
19 H 1.558 0.030 -2.137  C16 1.083
20 H 1.813 -1.203 -3.376  C16 1.102
21 H 0.705 -1.716 -2.280  C16 1.092
22 H -0.076 -0.654 -4.560  C17 1.101
23 H -1.057 -0.534 -3.195  C17 1.103
24 H 1.020 1.366 -4.311  C18 1.081
25 H -0.789 1.766 -4.374  C18 1.102
26 H 0.235 1.753 -2.838  C18 1.102

Calculated values
SMILES string: Cc1ccccc1.CCC
Gap between HOMO and LUMO, eV: 10.0
Total energy, eV: -10628.4519
LUMO energy, eV: 1.04
2S+1: 1
HOMO energy, eV: -8.93

These are the Löwdin partial charges, in e, on atoms 1 to 5: number 1, C, carries -0.054; number 2, C, carries -0.286; number 3, C, carries -0.052; number 4, C, carries -0.070; number 5, C, carries -0.104

Entry 2:
Density functional theory data (wB97M-V/def2-TZVPD) for a cluster of 2 separate species, C10H16 in total in a non-equilibrium geometry.

Last columns: bonded neighbours and bond lengths (Å).
Positions of all 26 atoms, in Å:
1 C 1.436 -1.535 1.901  C2 1.504, H9 1.132, H10 1.073, H11 1.115
2 C 0.991 -0.617 0.797  C1 1.504, C3 1.580, H12 1.125, H13 1.163
3 C -0.509 -0.338 0.386  C2 1.580, C4 1.387, C8 1.424
4 C -1.328 -0.477 1.497  C3 1.387, C5 1.434, H14 1.177
5 C -2.727 -0.329 1.219  C4 1.434, C6 1.360, H15 1.116
6 C -3.100 -0.127 -0.074  C5 1.360, C7 1.498, H16 1.083
7 C -2.168 0.184 -1.205  C6 1.498, C8 1.366, H17 1.099
8 C -0.832 0.104 -0.929  C3 1.424, C7 1.366, H18 1.124
9 H 1.612 -2.562 1.460  C1 1.132
10 H 0.741 -1.675 2.708  C1 1.073
11 H 2.380 -1.070 2.271  C1 1.115
12 H 1.355 0.437 0.945  C2 1.125
13 H 1.537 -0.903 -0.190  C2 1.163
14 H -0.772 -0.734 2.501  C4 1.177
15 H -3.465 -0.438 2.048  C5 1.116
16 H -4.108 0.208 -0.286  C6 1.083
17 H -2.578 0.563 -2.151  C7 1.099
18 H 0.106 0.343 -1.501  C8 1.124
19 C 2.865 2.001 -1.222  C20 1.559, H21 1.126, H22 1.173, H23 1.121
20 C 3.016 0.722 -2.102  C19 1.559, H24 1.195, H25 1.045, H26 1.089
21 H 1.805 1.982 -0.844  C19 1.126
22 H 3.403 1.933 -0.182  C19 1.173
23 H 3.349 2.908 -1.670  C19 1.121
24 H 1.946 0.223 -1.920  C20 1.195
25 H 3.815 0.222 -1.650  C20 1.045
26 H 3.010 1.039 -3.144  C20 1.089

Calculated values
SMILES string: CCc1ccccc1.CC
Gap between HOMO and LUMO, eV: 9.7
Total energy, eV: -10627.0003
LUMO energy, eV: 0.95
2S+1: 1
HOMO energy, eV: -8.72

These are the Löwdin partial charges, in e, on atoms 1 to 5: number 1, C, carries -0.121; number 2, C, carries -0.238; number 3, C, carries -0.227; number 4, C, carries -0.047; number 5, C, carries -0.107

ΔE to the lowest compared entry with this formula, charge and spin values, unit kcal/mol, following the record order: 29.8 63.3.